18
Properties=species:S:1:pos:R:3:forces:R:3:nbo_charge:R:1 method="wB97M-V/def2-TZVPD" charge=0 homo_ev=-8.49 lumo_energy_ev=-0.34
P -1.5012 0.7257 -0.4586 0.2 1.7 2.8 0.378
P -2.6476 -1.1085 -0.4916 -1.6 0.5 1.3 0.018
C 0.1583 -0.9893 1.1232 0.6 2.2 -3.0 -0.619
C 1.0804 1.4358 0.5789 -1.5 1.2 1.6 -0.643
C 1.2644 -0.2165 -1.2385 -0.3 0.9 1.8 -0.619
C 0.2764 0.1916 0.0397 1.2 -0.6 -0.1 -0.299
H 1.1728 -1.1966 1.3733 0.5 -0.9 0.5 0.212
H 0.8424 2.3575 -0.0473 0.5 -1.2 0.6 0.220
H -3.4458 -0.6193 -1.5597 0.2 -0.2 -0.1 0.003
H -0.4516 -1.7367 0.6704 0.4 -1.3 -0.3 0.200
H -1.6249 -1.5778 -1.2011 1.4 -1.2 -1.7 -0.033
H -0.4417 -0.6511 1.9015 -0.6 0.9 1.8 0.221
H 0.7389 1.7537 1.6667 0.7 -0.8 -2.1 0.222
H 2.1881 1.2629 0.5754 -1.0 0.0 0.0 0.217
H 1.6243 0.7403 -1.6665 -0.4 -0.6 0.0 0.214
H 2.1923 -0.7267 -0.8518 -1.1 0.3 -0.2 0.216
H -2.2465 1.1618 1.6019 1.2 -0.5 -2.8 -0.118
H 0.8210 -0.8067 -2.0157 -0.3 -0.4 -0.3 0.209